[1]
Formula: C18H40HfN5P3S
Source: the OMol25 dataset
Level of theory: ωB97M-V/def2-TZVPD

Geometry as XYZ:
```
68
Properties=species:S:1:pos:R:3:forces:R:3:lowdin_charge:R:1
Hf 0.0353 0.0780 1.3014 -0.642 -1.222 1.998 1.2099
P 2.0829 1.2707 2.2845 2.759 1.242 0.936 0.6894
P -1.8298 1.8408 1.4152 -1.960 1.849 -0.024 0.6748
P 0.6669 0.9747 -1.0112 0.481 0.819 -2.266 0.6797
H -0.9570 -2.4968 0.7464 0.025 0.141 0.055 0.0743
C -0.1851 -1.9668 0.1817 1.749 -0.512 0.418 -0.2198
C 1.1576 -1.9346 0.6825 -1.220 -1.170 -0.937 -0.1963
H 1.4062 -2.4486 1.6132 -0.143 0.224 0.067 0.0797
C 2.4784 0.8410 4.0093 -0.542 -0.593 0.331 -0.2450
C 2.0788 3.0992 2.4216 -0.753 0.109 -0.370 -0.2178
C 3.6879 0.9355 1.4551 -0.228 -0.389 -0.405 -0.2203
C -3.3806 1.2431 0.6714 0.242 -0.538 -0.140 -0.2178
C -2.3354 2.2637 3.1077 0.405 -0.355 0.495 -0.2415
C -1.5929 3.5013 0.6937 0.445 -0.082 -0.146 -0.2201
C 1.8248 -0.0314 -1.9880 0.120 -0.317 0.150 -0.2430
C 1.3792 2.6278 -1.2319 -0.009 0.246 0.253 -0.2196
C -0.8064 1.0241 -2.0950 -0.216 -0.162 0.095 -0.2581
H -0.3967 -1.8754 -0.8806 0.077 0.155 -0.032 0.0568
H 2.0078 -1.8086 0.0205 -0.094 0.225 -0.064 0.0591
H 2.5992 -0.2419 4.1080 0.157 0.078 0.008 0.0595
H 1.6386 1.1189 4.6588 0.395 0.135 -0.133 0.0320
H 3.4061 1.3394 4.3212 -0.271 -0.051 -0.183 0.0865
H 1.2372 3.4052 3.0579 0.251 0.034 -0.059 0.0549
H 1.9449 3.5626 1.4366 0.150 0.005 0.247 0.0362
H 3.0197 3.4470 2.8746 -0.262 -0.250 -0.162 0.0893
H 3.8600 -0.1509 1.4505 0.090 0.303 0.032 0.0619
H 4.5056 1.4332 2.0021 -0.358 -0.124 -0.185 0.0870
H 3.6660 1.2803 0.4104 0.135 -0.036 0.372 0.0337
H -4.1548 2.0089 0.8154 0.140 -0.231 -0.093 0.0883
H -3.6739 0.3067 1.1682 -0.131 0.290 -0.117 0.0674
H -3.2276 1.0271 -0.3938 -0.250 0.150 0.227 0.0419
H -3.1703 2.9742 3.0460 0.188 -0.186 0.067 0.0864
H -1.4910 2.7032 3.6527 -0.248 0.111 -0.116 0.0524
H -2.6185 1.3604 3.6614 -0.192 0.281 -0.174 0.0453
H -2.4889 4.0918 0.9326 0.257 -0.101 -0.130 0.0878
H -1.4477 3.4480 -0.3919 -0.187 0.140 0.280 0.0382
H -0.7060 3.9729 1.1403 -0.313 0.007 -0.077 0.0539
H 1.9162 0.4297 -2.9780 0.082 -0.065 0.195 0.0650
H 1.4635 -1.0573 -2.1046 0.035 0.137 -0.021 0.0363
H 2.8047 -0.0618 -1.4989 -0.107 0.046 -0.178 0.0605
H 1.4273 2.8287 -2.3083 0.058 0.036 0.192 0.0848
H 2.3884 2.6609 -0.8087 -0.143 0.071 -0.156 0.0502
H 0.7639 3.3935 -0.7505 0.171 -0.062 -0.143 0.0366
H -0.4773 1.2624 -3.1150 -0.109 0.123 0.272 0.0498
H -1.5323 1.7712 -1.7506 0.226 -0.158 -0.224 0.0342
H -1.2952 0.0411 -2.1092 0.018 0.171 -0.042 0.0411
C -0.4672 -2.5636 -5.7149 -0.244 0.248 0.069 -0.5618
C -1.6284 -2.7990 -6.4774 -1.022 -0.796 -0.664 -0.0429
C -1.8908 -4.0720 -7.0025 -0.316 1.118 0.101 0.0078
C -0.9784 -5.1227 -6.8039 0.040 -0.182 -0.006 0.0441
C 0.2056 -4.8822 -6.0860 0.622 0.687 0.497 -0.0015
C 0.4602 -3.6112 -5.5682 0.661 -1.263 0.101 -0.0754
S -0.1440 -1.0852 -4.8650 -0.145 -0.619 -0.471 0.9911
H -1.2455 -0.3650 -5.1809 0.081 -0.304 -0.146 -0.0507
H -2.3327 -1.9879 -6.6335 -0.017 -0.165 -0.061 0.1213
H -2.8129 -4.2629 -7.5715 0.521 0.250 0.314 0.1450
H -1.1841 -6.1236 -7.2086 0.090 0.527 0.182 0.1499
H 0.9287 -5.6911 -5.9292 -0.306 0.420 -0.101 0.1403
H 1.3745 -3.4167 -5.0140 -0.036 -0.186 -0.102 0.1154
N -1.2022 -0.3419 6.6737 0.300 -0.740 -1.331 0.2092
N -0.8199 -0.8053 5.4361 -1.039 0.988 -1.253 -0.1847
N -1.0637 -2.0836 5.0917 0.977 1.171 -1.102 0.2024
C -0.8147 -2.0511 3.7753 -0.305 0.088 0.935 -0.1317
N -0.5111 -0.8188 3.3103 -0.098 -0.013 1.870 -0.1501
N -0.5246 0.0074 4.4055 -0.339 -1.435 1.269 0.0684
H -0.8864 0.5858 6.9267 0.215 -0.171 -0.043 0.1390
H -1.2815 -1.0873 7.3660 0.198 0.241 -0.160 0.1540
H -0.8603 -2.9149 3.1452 -0.116 -0.388 -0.011 0.1262
```
Forces are in eV/Å.

Relative energy (zero: lowest compared OMol25 entry of this formula, charge and spin)   0.0 kcal per mole
Maximum force   3.167 eV Å⁻¹
Net charge   +4
Kohn-Sham gap (alpha / beta)   2.083 / 2.082 eV
Molar mass   630.032 g/mol
Highest occupied orbital energy (alpha / beta)   -17.3 / -17.3 eV

---

[2]
Formula: C5H8BrFS
Source: the OMol25 dataset
Level of theory: ωB97M-V/def2-TZVPD

Geometry as XYZ:
```
16
Properties=species:S:1:pos:R:3:forces:R:3:lowdin_charge:R:1
C -0.5878 0.5632 -1.7566 -1.841 0.960 -1.040 -0.0650
C -0.2503 -0.4263 -0.6139 -1.350 0.228 -1.003 -0.3355
F 0.5529 -1.4292 -1.1963 -0.304 0.475 0.696 -0.0897
C 0.4451 0.3916 0.5602 0.985 -4.176 -1.183 -0.4391
C 0.4539 -0.4514 1.8475 -1.833 0.121 1.294 -0.0863
C 1.8818 0.6932 0.1782 1.154 2.253 -0.423 -1.0870
S 2.3833 2.2595 0.0479 -0.448 -1.790 0.088 0.6603
Br 3.2622 -0.7156 -0.1341 -1.337 0.838 0.461 0.6398
H -1.3943 0.2079 -2.4747 0.573 -0.014 1.283 0.0879
H 0.2168 0.6559 -2.4826 0.617 0.275 0.503 0.0706
H -0.9540 1.6266 -1.4406 0.891 -1.977 -0.261 0.1139
H -1.2217 -0.9850 -0.3200 1.652 1.083 0.159 0.1664
H -0.1366 1.2723 0.5424 -0.205 1.127 0.740 0.0925
H -0.6636 -0.6274 2.2009 2.304 -0.034 -0.850 0.1225
H 1.0527 -1.3903 1.7710 -0.829 0.619 -0.263 0.0746
H 0.9068 0.1125 2.6733 -0.030 0.011 -0.200 0.0740
```
Forces are in eV/Å.

Relative energy (zero: lowest compared OMol25 entry of this formula, charge and spin)   1.8 kcal per mole
Maximum force   4.451 eV Å⁻¹
Net charge   0
SMILES   C[C@@H](F)[C@@H](C)C(=S)Br
Kohn-Sham gap   8.345 eV
Molar mass   199.088 g/mol
Highest occupied orbital energy   -9.0 eV